Computed, not measured: a structure of composition C3H6OS, with ωB97M-V/def2-TZVPD.

Each line ends with the Mulliken charge.
Geometry (Å):
C -0.879 0.552 0.163  -0.333
C 0.254 -0.324 -0.276  0.063
C 1.835 -0.158 -0.362  -0.517
H -3.187 0.483 1.005  0.163
H -0.980 1.488 -0.621  0.244
H -0.743 0.979 1.163  0.389
H -0.018 -1.118 -1.033  0.213
H 2.510 -1.066 -1.130  0.205
H 2.648 0.620 0.233  0.252
O 0.856 -0.844 0.942  -0.436
S -2.296 -0.614 -0.084  -0.243

Summary:
ΔE to the lowest compared entry with this formula, charge and spin   602.48 kJ/mol
Frontier orbital gap   9.0 eV

---

Computed, not measured: a cluster of 2 separate species, C12H30N3S in total, with ωB97M-V/def2-TZVPD.

Each line ends with the Mulliken charge.
Geometry (Å):
C -3.846 -3.654 2.079  -1.297
C -3.685 -2.249 1.471  -0.214
C -4.002 -2.164 -0.027  -1.036
C -2.840 -2.446 -0.986  0.390
C -1.951 -3.599 -0.576  -1.538
N -2.074 -1.169 -1.325  -0.218
C -1.751 -0.218 -0.418  0.420
N -2.397 0.948 -0.393  -0.358
N -0.762 -0.373 0.495  -0.205
S 0.538 -1.475 0.292  -0.070
H -4.062 -4.401 1.315  0.330
H -2.953 -3.987 2.605  0.318
H -4.670 -3.677 2.790  0.328
H -2.680 -1.870 1.671  0.128
H -4.355 -1.560 1.986  0.494
H -4.785 -2.886 -0.265  0.506
H -4.431 -1.187 -0.266  0.359
H -3.263 -2.705 -1.955  0.440
H -1.166 -3.766 -1.309  0.381
H -1.500 -3.455 0.402  0.156
H -2.567 -4.495 -0.510  0.423
H -2.552 -0.736 -2.105  0.394
H -2.982 1.240 -1.159  0.221
H -2.257 1.597 0.365  0.232
H -0.396 0.520 0.807  0.225
H 0.207 -2.334 1.266  0.188
C 1.070 3.121 -0.916  -1.183
C 2.038 1.945 -0.987  -0.363
C 2.794 1.697 0.318  -0.346
C 3.703 2.838 0.777  -0.877
C 4.774 3.243 -0.235  -0.401
C 5.749 2.121 -0.574  -1.175
H 1.588 4.057 -0.710  0.373
H 0.527 3.250 -1.854  0.364
H 0.334 2.979 -0.115  0.190
H 2.743 2.100 -1.806  0.397
H 1.483 1.035 -1.247  0.226
H 3.384 0.782 0.214  0.330
H 2.062 1.490 1.111  0.201
H 4.189 2.534 1.709  0.384
H 3.098 3.713 1.027  0.327
H 5.328 4.090 0.175  0.383
H 4.303 3.610 -1.152  0.225
H 6.255 1.761 0.324  0.298
H 6.514 2.464 -1.271  0.382
H 5.247 1.270 -1.038  0.269

Summary:
Total charge   +1
Frontier orbital gap   9.8 eV

---

Computed, not measured: a structure of composition C4H4N3S, with ωB97M-V/def2-TZVPD.

Each line ends with the Mulliken charge.
Geometry (Å):
C 0.403 1.652 -1.635  0.047
C 0.001 0.385 -1.803  0.140
C 0.275 0.557 1.214  0.451
C -0.437 -1.690 0.783  -0.732
N 0.157 2.262 -0.476  -0.535
N -0.068 1.441 0.461  0.287
N 0.276 -0.700 1.498  -0.093
S -0.564 -1.079 -1.473  -0.027
H 0.672 2.303 -2.447  0.402
H -0.231 -2.742 1.173  0.387
H -1.432 -1.400 0.629  0.454
H 0.949 -0.990 2.075  0.219

Summary:
Total charge   +1
ΔE to the lowest compared entry with this formula, charge and spin   334.33 kJ/mol
Frontier orbital gap (spin up / spin down)   6.6 / 6.6 eV

---

Computed, not measured: a cluster of 44 separate species, C4H97BNO46S in total, with ωB97M-V/def2-TZVPD.

Each line ends with the Mulliken charge.
Geometry (Å):
N -1.778 2.117 4.884  -0.320
C -2.283 1.259 3.720  0.182
O -3.068 0.182 3.854  -0.565
C -1.860 1.687 2.176  0.722
C -3.196 1.705 1.227  -0.550
S -3.595 0.088 0.373  0.107
C -2.327 -1.249 0.700  0.274
B -0.970 -1.153 -0.256  0.293
O -0.917 -0.531 -1.597  -0.609
O 0.336 -1.686 0.270  -0.514
H -0.783 1.780 5.036  0.345
H -1.717 3.108 4.502  0.081
H -0.951 1.085 1.750  0.162
H -1.491 2.819 2.249  -0.369
H -4.128 1.968 1.925  0.490
H -3.073 2.537 0.413  0.339
H -4.805 -0.378 0.975  0.360
H -2.846 -2.282 0.400  -0.282
H -2.099 -1.330 1.845  0.323
H -1.244 0.429 -1.474  0.144
H 0.590 -1.121 1.080  0.297
O 1.178 1.739 -0.462  -0.419
H 0.991 0.804 -0.631  0.161
H 2.146 1.790 -0.475  0.258
O 3.191 3.635 -0.214  -0.515
H 2.389 4.065 0.117  0.219
H 3.702 4.360 -0.602  0.319
O -2.764 -4.664 0.194  -0.547
H -1.972 -5.216 0.116  0.249
H -3.494 -5.301 0.197  0.275
O -1.750 4.546 3.307  -0.269
H -1.466 4.980 2.489  0.189
H -2.537 5.043 3.575  0.143
O 6.236 3.647 0.164  -0.619
H 7.029 3.095 0.086  0.303
H 5.506 3.010 0.167  0.342
O 0.356 -4.547 -0.550  -0.584
H 0.627 -3.625 -0.426  0.302
H 1.193 -5.028 -0.633  0.261
O -2.606 6.984 3.569  -0.632
H -1.767 6.895 4.046  0.215
H -2.618 7.911 3.287  0.328
O 2.304 0.373 -2.985  -0.537
H 1.540 0.961 -3.079  0.269
H 1.921 -0.516 -3.021  0.296
O -2.237 2.980 -1.651  -0.562
H -2.338 3.322 -2.552  0.300
H -1.278 2.902 -1.536  0.280
O -2.763 0.469 7.721  -0.620
H -2.479 0.903 6.903  0.305
H -3.550 0.966 7.989  0.314
O 2.506 -5.031 -2.606  -0.679
H 3.230 -4.512 -2.987  0.333
H 1.710 -4.531 -2.842  0.341
O 2.279 -6.065 -5.387  -0.576
H 2.688 -6.123 -4.511  0.305
H 2.353 -5.126 -5.618  0.281
O 1.219 -0.891 -5.053  -0.646
H 1.943 -0.372 -5.434  0.327
H 0.424 -0.391 -5.289  0.306
O 1.692 -7.771 -7.967  -0.617
H 2.101 -7.829 -7.091  0.304
H 1.766 -6.832 -8.198  0.288
O 0.216 6.732 2.446  -0.484
H 1.076 6.300 2.560  0.284
H 0.441 7.658 2.271  0.241
O 2.031 -10.425 -6.507  -0.640
H 2.315 -9.990 -7.325  0.362
H 1.244 -9.927 -6.239  0.302
O 0.684 -1.483 3.325  -0.535
H 0.530 -2.429 3.187  0.307
H 1.407 -1.455 3.969  0.271
O -3.118 4.134 7.140  -0.591
H -2.838 3.457 6.505  0.324
H -3.234 4.928 6.597  0.235
O 8.045 2.404 2.238  -0.601
H 8.454 2.345 3.114  0.308
H 8.119 3.342 2.007  0.287
O 0.264 5.370 5.087  -0.581
H 0.198 5.086 4.163  0.208
H 0.453 4.552 5.571  0.291
O 3.519 -1.686 -0.573  -0.580
H 2.716 -1.256 -0.242  0.243
H 4.030 -0.960 -0.962  0.332
O -1.475 -4.269 -2.946  -0.533
H -1.066 -4.328 -2.069  0.286
H -1.401 -3.331 -3.176  0.217
O -2.413 9.211 5.549  -0.670
H -1.621 8.658 5.470  0.315
H -3.143 8.573 5.551  0.317
O -5.555 -2.472 0.863  -0.612
H -4.762 -3.025 0.784  0.305
H -6.284 -3.110 0.865  0.298
O -0.848 -5.992 -7.143  -0.630
H -1.002 -6.939 -7.281  0.318
H -0.125 -5.964 -6.499  0.314
O 2.040 -8.145 -10.730  -0.617
H 2.449 -8.203 -9.854  0.304
H 2.114 -7.206 -10.961  0.322
O -0.750 11.323 6.880  -0.627
H -1.304 10.539 6.745  0.348
H -0.156 11.325 6.114  0.298
O -5.043 3.115 9.114  -0.639
H -4.319 3.634 8.733  0.329
H -5.839 3.615 8.878  0.318
O 4.959 0.940 -1.202  -0.646
H 5.683 1.460 -1.583  0.293
H 4.163 1.440 -1.438  0.274
O 8.321 5.159 2.328  -0.620
H 7.820 5.766 1.762  0.303
H 9.008 5.719 2.721  0.310
O 4.563 -10.273 -8.143  -0.638
H 4.409 -11.219 -8.281  0.322
H 5.287 -10.245 -7.499  0.315
O 10.971 3.227 1.085  -0.616
H 10.184 3.726 1.352  0.334
H 10.846 3.083 0.135  0.308
O -5.717 4.076 5.412  -0.621
H -5.870 3.129 5.274  0.279
H -4.993 4.104 6.056  0.361
O -5.838 1.076 -2.005  -0.631
H -5.992 0.129 -2.144  0.318
H -5.115 1.104 -1.361  0.371
O -6.429 5.464 9.551  -0.660
H -6.017 5.112 10.354  0.349
H -6.070 6.361 9.477  0.308
O -2.908 -6.954 -3.113  -0.649
H -2.496 -7.306 -2.309  0.325
H -2.549 -6.057 -3.187  0.351
O -2.170 -1.094 10.583  -0.631
H -2.271 -0.752 9.681  0.328
H -1.211 -1.172 10.697  0.307
O -5.751 6.919 4.979  -0.569
H -6.516 7.507 4.885  0.289
H -6.135 6.029 4.944  0.314
O 3.705 -5.699 -11.335  -0.607
H 3.605 -5.357 -12.236  0.298
H 4.664 -5.777 -11.220  0.324
O -4.049 -7.905 -0.668  -0.626
H -4.115 -8.189 -1.592  0.330
H -3.860 -8.724 -0.185  0.315
O -1.927 5.712 0.247  -0.553
H -2.560 6.432 0.388  0.306
H -2.297 5.218 -0.500  0.281
O 6.019 -6.008 -13.014  -0.652
H 5.465 -6.791 -13.149  0.340
H 6.613 -6.006 -13.780  0.302
O 1.681 -3.157 -6.894  -0.594
H 0.895 -2.658 -6.627  0.300
H 1.556 -3.302 -7.843  0.310

Summary:
Total charge   +1
Frontier orbital gap   7.7 eV

---

Computed, not measured: a structure of composition C23H31B2Cl2F4N8O8Ti, with ωB97M-V/def2-TZVPD.

Each line ends with the Mulliken charge.
Geometry (Å):
Ti -1.069 -1.286 -0.619  -1.508
C -3.863 -3.478 1.874  -1.336
C -3.102 -2.762 0.762  0.385
N -2.039 -2.004 0.976  1.110
O -1.608 -1.951 2.254  -0.719
B -0.398 -2.754 2.464  0.885
F 0.076 -2.540 3.732  -0.301
F -0.662 -4.069 2.117  -0.393
O 0.735 -2.261 1.536  -0.653
N 0.422 -2.282 0.204  0.978
C 0.854 -3.390 -0.437  0.796
C 1.348 -4.649 0.261  -1.516
C 0.638 -3.323 -1.838  0.220
N -0.070 -2.267 -2.131  1.169
O -0.467 -2.192 -3.403  -0.685
B -1.824 -2.766 -3.579  0.713
F -2.025 -2.664 -4.933  -0.303
F -1.841 -4.095 -3.112  -0.364
O -2.820 -2.035 -2.795  -0.632
N -2.580 -2.158 -1.435  1.110
C -3.411 -2.902 -0.655  0.410
C -4.570 -3.735 -1.111  -1.659
C 0.963 -4.458 -2.757  -1.731
H -3.157 -4.261 2.282  0.286
H -4.796 -3.927 1.466  0.464
H -4.232 -2.813 2.651  0.333
H 1.793 -4.430 1.212  0.363
H 2.097 -5.206 -0.347  0.487
H 0.492 -5.339 0.437  0.317
H -4.485 -3.952 -2.203  0.305
H -5.532 -3.235 -0.912  0.398
H -4.576 -4.687 -0.543  0.473
H 0.630 -4.169 -3.792  0.278
H 0.422 -5.380 -2.447  0.365
H 2.045 -4.730 -2.798  0.538
Cl 3.750 2.487 -3.029  -0.168
C 3.874 0.770 -2.590  0.450
Cl 5.385 0.067 -3.247  -0.150
H 3.006 0.305 -3.001  0.033
H 3.890 0.610 -1.503  -0.063
C 1.970 2.908 1.520  -0.957
N 2.047 1.468 1.784  0.385
C 3.508 1.062 1.699  -0.910
N 4.381 1.815 2.608  0.067
C 4.178 3.231 2.228  -0.830
N 2.807 3.758 2.382  0.023
C 2.402 3.461 3.765  -0.788
N 2.510 2.054 4.173  0.112
C 1.687 1.298 3.215  -0.839
C 3.904 1.623 3.965  -0.708
H 0.948 3.175 1.665  0.414
H 2.273 3.043 0.493  0.410
H 3.859 1.195 0.683  0.401
H 3.570 0.009 1.978  0.298
H 4.445 3.343 1.197  0.406
H 4.851 3.850 2.852  0.346
H 1.386 3.850 3.899  0.336
H 3.035 4.063 4.376  0.390
H 0.646 1.555 3.328  0.357
H 1.728 0.238 3.480  0.290
H 4.020 0.577 4.231  0.367
H 4.585 2.214 4.619  0.338
O -1.793 0.492 -0.174  -0.533
C -1.128 1.051 -1.110  1.582
O -0.203 0.346 -1.656  -0.451
C -1.566 2.377 -1.630  -0.163
C -0.845 3.028 -2.633  -0.515
C -1.139 4.343 -2.963  -0.998
C -2.305 4.907 -2.298  0.628
O -2.896 6.213 -2.392  -0.311
C -3.998 6.188 -1.459  -0.170
O -4.009 4.951 -0.734  -0.329
C -2.994 4.219 -1.331  0.659
C -2.649 2.962 -0.961  -0.294
H -0.089 2.473 -3.167  0.586
H -0.497 4.936 -3.637  0.462
H -4.885 6.249 -2.118  0.310
H -3.887 6.992 -0.708  0.311
H -3.152 2.393 -0.178  0.635

Summary:
Total charge   +2
Multiplicity   2
ΔE to the lowest compared entry with this formula, charge and spin   11.40 kJ/mol
Frontier orbital gap (spin up / spin down)   3.6 / 2.0 eV

---

Computed, not measured: a structure of composition C37H39N3O3P2SSe2Tl, with ωB97M-V/def2-TZVPD.

Each line ends with the Mulliken charge.
Geometry (Å):
Tl 1.491 0.677 0.129  1.249
O 2.904 2.024 -1.243  -0.776
C 2.822 2.198 -2.506  0.588
C 3.270 3.431 -3.057  -0.632
C 3.242 3.686 -4.400  -0.354
C 2.748 2.736 -5.300  -0.770
C 2.303 1.536 -4.809  -0.616
C 2.338 1.225 -3.440  0.569
C 1.925 -0.087 -3.088  -0.519
N 1.870 -0.603 -1.904  -0.135
N 1.634 -1.898 -1.813  -0.613
C 1.666 -2.472 -0.632  0.111
O 1.887 -1.851 0.447  -0.790
C 1.461 -3.935 -0.702  0.416
C 1.817 -4.765 0.355  -0.159
C 1.677 -6.136 0.233  -0.710
C 1.200 -6.685 -0.947  -0.355
C 0.838 -5.860 -2.000  -0.726
C 0.959 -4.492 -1.875  -0.429
H 3.628 4.169 -2.353  0.425
H 3.594 4.638 -4.773  0.360
H 2.700 2.952 -6.358  0.379
H 1.887 0.790 -5.472  0.316
H 1.681 -0.761 -3.915  0.431
H 2.226 -4.318 1.251  0.536
H 1.955 -6.781 1.056  0.390
H 1.101 -7.758 -1.043  0.373
H 0.468 -6.284 -2.923  0.391
H 0.686 -3.825 -2.678  0.506
O -0.192 1.610 1.922  -0.192
N 0.033 2.664 2.628  0.257
C -0.966 3.135 3.392  -0.188
C -0.808 4.210 4.228  -0.909
C 0.426 4.858 4.258  -0.200
C 1.440 4.385 3.461  -0.964
C 1.270 3.256 2.647  0.489
S 2.585 2.609 1.776  -0.233
H -1.893 2.588 3.292  0.494
H -1.630 4.530 4.846  0.403
H 0.585 5.712 4.900  0.372
H 2.415 4.846 3.452  0.437
Se -1.251 1.165 -0.468  0.047
P -2.267 0.565 -2.361  0.367
Se -1.396 -0.605 -3.910  -0.314
C -3.669 -0.402 -1.682  0.817
C -3.260 -1.657 -1.238  -0.713
C -4.161 -2.547 -0.692  -0.760
C -5.500 -2.198 -0.603  -0.445
C -5.909 -0.944 -1.019  -0.710
C -4.999 -0.037 -1.539  -0.257
C -2.718 2.175 -3.106  0.897
C -3.974 2.677 -3.412  -0.394
C -4.091 3.947 -3.957  -0.721
C -2.967 4.704 -4.233  -0.449
C -1.708 4.184 -3.975  -0.783
C -1.588 2.931 -3.411  -0.625
H -2.215 -1.926 -1.333  0.287
H -3.827 -3.513 -0.341  0.433
H -6.220 -2.897 -0.198  0.365
H -6.950 -0.662 -0.940  0.374
H -5.345 0.947 -1.811  0.207
H -4.868 2.096 -3.250  0.270
H -5.075 4.345 -4.166  0.377
H -3.072 5.694 -4.654  0.360
H -0.823 4.757 -4.210  0.450
H -0.609 2.515 -3.207  0.243
C -1.195 -1.609 2.741  -1.264
C 0.214 -2.189 2.808  -0.571
P 1.453 -0.823 2.640  1.202
C 1.040 0.163 4.173  -0.378
C 1.163 -0.484 5.540  -1.550
C 3.125 -1.498 3.101  -0.688
C 3.181 -2.794 3.899  -1.217
H -1.916 -2.378 2.471  0.458
H -1.235 -0.820 1.989  0.211
H -1.501 -1.183 3.695  0.255
H 0.369 -2.863 1.967  0.133
H 0.379 -2.744 3.734  0.519
H 0.011 0.486 4.022  0.184
H 1.673 1.054 4.134  0.361
H 0.536 -1.368 5.618  0.301
H 0.844 0.229 6.301  0.454
H 2.191 -0.760 5.754  0.269
H 3.620 -0.686 3.644  0.594
H 3.654 -1.626 2.155  0.310
H 2.636 -2.720 4.836  0.280
H 4.220 -3.037 4.127  0.423
H 2.757 -3.614 3.326  0.174

Summary:
Total charge   -1
ΔE to the lowest compared entry with this formula, charge and spin   202.44 kJ/mol
Frontier orbital gap   5.8 eV